1.
The following is a quantum chemistry calculation of a structure of composition C18H15BrN8O4RuS, from OMol25.

Its expectation value of S² is 0.76. The value obtained for the frontier orbital gap (alpha / beta) is 7.28 / 7.16 eV. Its HOMO energy (alpha / beta) is -0.1800 / -0.1881 hartree. The LUMO energy (alpha / beta) comes out at 2.38 / 2.04 eV. As for the total energy: -122484.477 eV. Its energy relative to the best compared isomer or geometry (same formula, charge and spin) is 11.73 kcal/mol.

ORCA input file:
```
! RIJCOSX wB97M-V def2-TZVPD def2/J DEFGRID3
* xyz -1 2
Ru 0.662 -0.627 -0.844
Br -0.222 1.885 -3.344
S 1.644 -1.880 -2.561
O 4.340 0.359 0.742
O 1.361 1.390 2.180
O -0.085 -1.889 0.444
O 2.430 -0.693 0.241
N -4.347 2.124 1.472
N 1.692 -0.682 3.014
N 0.558 -2.014 -4.989
N -0.480 0.869 0.007
N 1.786 1.088 -1.599
N -0.873 -1.269 -3.369
N -1.869 2.117 1.590
N -0.988 -1.077 -1.993
C 2.249 3.097 -2.809
C 3.470 3.223 -2.174
C -3.728 -1.464 0.367
C 1.104 0.543 3.015
C -3.187 2.082 1.492
C -4.040 -1.795 1.666
C 1.444 2.016 -2.487
C 2.957 1.244 -0.959
C -3.012 -2.202 2.520
C -1.708 -2.251 2.080
C 0.309 -1.677 -3.677
C -2.409 -1.483 -0.100
C 3.826 2.283 -1.227
C -1.364 -1.866 0.773
C 3.298 0.236 0.121
C -1.163 1.445 0.752
C -2.156 -1.286 -1.515
C 0.084 0.777 4.109
H 1.905 3.814 -3.539
H -5.059 -1.731 2.019
H -2.967 -1.450 -2.220
H 2.171 -0.943 2.156
H -0.126 -1.667 -5.643
H -3.239 -2.473 3.544
H 4.744 2.323 -0.659
H 4.120 4.058 -2.404
H 1.517 -1.919 -5.276
H -0.818 0.202 3.884
H -0.182 1.829 4.127
H -0.901 -2.559 2.733
H 1.296 -1.412 3.577
H 0.465 0.460 5.081
H -4.511 -1.157 -0.318
*
```

Let us look at the Löwdin charges, expressed in e, one per atom:
1. Ru 1.123
2. Br 0.812
3. S 0.620
4. O 0.054
5. O 0.026
6. O -0.226
7. O -0.197
8. N 0.064
9. N 0.172
10. N 0.046
11. N 0.057
12. N -0.039
13. N -0.040
14. N 0.077
15. N -0.186
16. C -0.115
17. C -0.046
18. C -0.054
19. C -0.591
20. C -0.426
21. C -0.104
22. C -0.713
23. C -0.159
24. C -0.090
25. C -0.027
26. C -0.887
27. C -0.167
28. C 0.012
29. C -0.348
30. C -0.614
31. C -0.321
32. C -0.071
33. C -0.019
34. H 0.093
35. H 0.095
36. H 0.129
37. H 0.072
38. H 0.083
39. H 0.098
40. H 0.121
41. H 0.109
42. H 0.061
43. H 0.068
44. H 0.074
45. H 0.104
46. H 0.087
47. H 0.071
48. H 0.112


2.
The following is a quantum chemistry calculation of a structure of composition C18H15Cl2N2O2SZr in a non-equilibrium geometry, from OMol25.

The value obtained for the frontier orbital gap is 6.89 eV. Its HOMO energy is -0.4113 hartree. The LUMO energy comes out at -4.30 eV. As for the total energy: -63140.963 eV.

ORCA input file:
```
! RIJCOSX wB97M-V def2-TZVPD def2/J DEFGRID3
* xyz 1 1
Zr 6.477 -9.861 12.940
Cl 4.807 -9.672 11.077
Cl 9.302 -12.333 9.475
S 7.105 -12.026 11.776
O 5.459 -11.008 14.327
O 7.917 -8.558 12.887
N 4.530 -9.059 15.170
N 5.562 -8.517 14.415
C 4.578 -10.339 15.131
C 1.894 -12.755 17.542
C 2.546 -13.234 16.428
C 2.081 -11.405 17.861
C 6.898 -6.593 13.939
C 7.856 -7.276 13.188
C 4.697 -6.314 15.198
C 7.795 -8.874 8.524
C 2.862 -10.592 17.083
C 8.669 -9.930 8.683
C 6.686 -8.811 9.365
C 5.722 -7.151 14.492
C 3.625 -11.116 15.957
C 8.403 -10.911 9.631
C 6.480 -9.737 10.359
C 3.436 -12.448 15.642
C 9.032 -6.482 12.822
C 7.299 -10.872 10.520
H 3.967 -12.966 14.844
H 3.963 -7.003 15.592
H 8.696 -5.441 12.650
H 4.218 -5.591 14.482
H 1.319 -13.442 18.193
H 5.219 -5.704 15.978
H 9.844 -6.592 13.616
H 2.934 -9.538 17.297
H 9.436 -6.894 11.893
H 7.955 -8.124 7.746
H 1.586 -10.986 18.737
H 2.405 -14.278 16.049
H 7.136 -5.530 14.111
H 5.977 -8.004 9.282
H 9.580 -10.032 8.082
*
```

Let us look at the Löwdin charges, expressed in e, one per atom:
1. Zr 1.517
2. Cl 0.764
3. Cl 0.773
4. S 0.661
5. O -0.281
6. O -0.226
7. N 0.068
8. N -0.126
9. C -0.389
10. C -0.075
11. C -0.075
12. C -0.087
13. C -0.006
14. C -0.411
15. C -0.006
16. C -0.035
17. C -0.016
18. C -0.080
19. C -0.106
20. C -0.247
21. C -0.138
22. C -0.691
23. C -0.659
24. C -0.026
25. C -0.019
26. C -0.774
27. H 0.115
28. H 0.058
29. H 0.101
30. H 0.117
31. H 0.122
32. H 0.115
33. H 0.138
34. H 0.101
35. H 0.091
36. H 0.129
37. H 0.112
38. H 0.120
39. H 0.135
40. H 0.113
41. H 0.126


3.
The following is a quantum chemistry calculation of the molecule C18H15ClF6N2O3 in a non-equilibrium geometry, from OMol25.

The value obtained for the frontier orbital gap is 7.46 eV. Its HOMO energy is -0.2953 hartree. The LUMO energy comes out at -0.57 eV. As for the total energy: -56858.711 eV. Its energy relative to the best compared isomer or geometry (same formula, charge and spin) is 0.00 kcal/mol.

ORCA input file:
```
! RIJCOSX wB97M-V def2-TZVPD def2/J DEFGRID3
* xyz 0 1
Cl 1.724 6.900 -2.123
F 2.838 -3.285 -2.337
F 2.384 -5.342 -2.090
F -3.362 -4.065 -4.043
F 1.955 -4.343 -4.054
F -2.876 -6.107 -3.346
F -4.165 -4.854 -2.095
O -2.207 -1.572 0.997
O -0.119 -0.371 2.279
O 1.056 1.533 3.952
N 0.989 3.169 2.510
N -0.006 -1.155 1.127
C -2.037 -3.302 -1.225
C 0.978 1.728 2.559
C 1.018 5.298 1.543
C -0.584 -4.482 -2.819
C 1.452 3.436 0.080
C -3.095 -4.819 -2.943
C 0.552 -3.900 -2.240
C -1.898 -4.194 -2.311
C 1.168 3.944 1.373
C 1.157 6.247 0.474
C 1.950 -4.226 -2.699
C -1.610 1.518 2.636
C -0.287 1.030 2.014
C 1.690 4.367 -0.941
C 1.527 5.764 -0.800
C -0.891 -2.698 -0.620
C 0.361 -3.016 -1.140
C -1.103 -1.781 0.530
H -0.331 1.211 0.940
H -0.516 -5.141 -3.687
H 1.260 -2.566 -0.758
H 0.797 5.664 2.524
H 1.904 4.001 -1.940
H -3.039 -3.119 -0.799
H -2.465 1.023 2.156
H -1.746 2.586 2.540
H 0.950 3.642 3.440
H 1.037 7.322 0.661
H 0.874 -1.533 0.925
H 0.882 0.579 4.118
H -1.661 1.230 3.705
H 1.646 2.389 -0.125
H 1.849 1.289 2.054
*
```

Let us look at the Löwdin charges, expressed in e, one per atom:
1. Cl 0.620
2. F 0.138
3. F 0.153
4. F 0.138
5. F 0.137
6. F 0.126
7. F 0.130
8. O 0.094
9. O -0.059
10. O -0.007
11. N 0.068
12. N 0.075
13. C 0.090
14. C -0.364
15. C -0.034
16. C 0.083
17. C -0.017
18. C -0.538
19. C -0.075
20. C -0.074
21. C -0.270
22. C -0.081
23. C -0.570
24. C -0.009
25. C -0.296
26. C -0.105
27. C -0.670
28. C -0.089
29. C 0.056
30. C -0.387
31. H 0.142
32. H 0.139
33. H 0.112
34. H 0.101
35. H 0.100
36. H 0.142
37. H 0.080
38. H 0.077
39. H 0.167
40. H 0.105
41. H 0.112
42. H 0.115
43. H 0.093
44. H 0.101
45. H 0.152


4.
The following is a quantum chemistry calculation of the molecule C18H15ClN6S2 in a non-equilibrium geometry, from OMol25.

The value obtained for the frontier orbital gap is 8.78 eV. Its HOMO energy is -0.3076 hartree. The LUMO energy comes out at 0.41 eV. As for the total energy: -62045.647 eV. Its energy relative to the best compared isomer or geometry (same formula, charge and spin) is 0.72 kcal/mol.

ORCA input file:
```
! RIJCOSX wB97M-V def2-TZVPD def2/J DEFGRID3
* xyz 0 1
Cl -5.066 -0.861 0.056
S 0.652 2.424 0.883
S 3.558 1.933 0.054
N 1.374 1.436 -1.407
N -0.072 -1.928 0.003
N 1.734 -0.702 0.830
N 3.898 -1.384 0.217
N 2.017 -2.595 -0.552
N 4.149 -3.284 -1.033
C -2.404 -1.383 0.045
C -0.947 -0.565 1.808
C -0.795 1.093 -2.496
C -1.952 2.170 -0.162
C -2.733 1.769 -1.227
C 1.260 -1.727 0.120
C -3.290 -0.067 1.887
C -3.461 -0.771 0.705
C -2.161 1.229 -2.377
C -2.589 -2.127 -1.244
C 0.014 1.499 -1.439
C -1.129 -1.274 0.626
C 3.593 0.686 1.405
C 1.848 1.855 -0.300
C 3.329 -2.401 -0.447
C -0.579 2.024 -0.268
C -2.024 0.037 2.430
C 3.051 -0.564 0.803
H -0.337 0.690 -3.385
H 5.131 -3.080 -1.055
H -1.876 0.586 3.347
H -2.391 2.588 0.729
H -3.594 -1.977 -1.625
H -0.304 -2.661 -0.652
H -2.802 0.920 -3.189
H 3.756 -3.989 -1.631
H -3.806 1.875 -1.167
H -4.140 0.392 2.366
H 2.980 1.047 2.229
H 0.042 -0.490 2.226
H -2.441 -3.198 -1.098
H 4.638 0.581 1.682
H -1.881 -1.772 -1.992
*
```

Let us look at the Löwdin charges, expressed in e, one per atom:
1. Cl 0.707
2. S 1.036
3. S 0.915
4. N 0.064
5. N 0.151
6. N 0.158
7. N 0.172
8. N 0.184
9. N 0.162
10. C -0.231
11. C -0.040
12. C -0.018
13. C -0.097
14. C -0.090
15. C -0.357
16. C -0.129
17. C -0.621
18. C -0.089
19. C -0.058
20. C -0.320
21. C -0.186
22. C -0.369
23. C -0.937
24. C -0.451
25. C -0.471
26. C -0.083
27. C -0.440
28. H 0.114
29. H 0.104
30. H 0.109
31. H 0.111
32. H 0.041
33. H 0.133
34. H 0.106
35. H 0.103
36. H 0.102
37. H 0.102
38. H 0.072
39. H 0.092
40. H 0.091
41. H 0.080
42. H 0.078


5.
The following is a quantum chemistry calculation of a structure of composition C18H15F5N6PPtS in a non-equilibrium geometry, from OMol25.

Its expectation value of S² is 2.01. The value obtained for the frontier orbital gap (alpha / beta) is 7.42 / 7.42 eV. Its HOMO energy (alpha / beta) is -0.3736 / -0.3972 hartree. The LUMO energy (alpha / beta) comes out at -2.75 / -3.39 eV. As for the total energy: -64801.499 eV. Its energy relative to the best compared isomer or geometry (same formula, charge and spin) is 0.00 kcal/mol.

ORCA input file:
```
! RIJCOSX wB97M-V def2-TZVPD def2/J DEFGRID3
* xyz 1 3
Pt 1.215 0.018 -0.256
S 3.457 -0.031 -0.700
P -1.783 0.032 1.687
F 5.907 -0.030 -2.330
F 4.024 0.014 -6.600
F 6.198 -0.023 -5.005
F 1.212 0.000 -2.907
F 1.520 0.010 -5.504
N -2.317 -2.393 0.326
N -0.440 -1.409 -0.261
N -0.408 1.518 -0.233
N -2.339 2.392 0.302
N 0.024 0.039 3.862
N 1.065 -0.015 1.939
C -1.482 1.365 0.516
C -3.610 2.592 1.002
C -1.748 -3.179 -0.665
C 4.822 -0.016 -3.088
C 2.616 0.007 -4.729
C 2.476 0.002 -3.361
C -0.125 0.014 2.511
C -1.486 -1.334 0.530
C -3.585 -2.669 0.984
C -0.591 2.648 -0.987
C -1.052 0.015 4.848
C -0.587 -2.580 -1.004
C -1.802 3.190 -0.669
C 3.559 -0.013 -2.482
C 3.869 -0.020 -5.294
C 1.376 0.002 4.134
C 4.981 0.007 -4.471
C 2.022 -0.010 2.943
H -4.317 -1.888 0.727
H -2.233 -4.076 -0.997
H 0.150 -2.907 -1.688
H -2.341 4.062 -0.975
H 3.088 -0.035 2.791
H -3.945 -3.634 0.680
H -4.286 1.775 0.792
H -1.741 0.843 4.706
H -0.604 0.123 5.841
H -1.615 -0.903 4.798
H -3.449 2.665 2.072
H 0.130 3.004 -1.679
H -4.092 3.519 0.684
H -3.474 -2.685 2.066
H 1.740 -0.007 5.146
*
```

Let us look at the Löwdin charges, expressed in e, one per atom:
1. Pt 0.931
2. S 0.563
3. P 1.184
4. F 0.101
5. F 0.159
6. F 0.141
7. F 0.008
8. F 0.123
9. N -0.112
10. N -0.087
11. N -0.079
12. N -0.116
13. N -0.119
14. N -0.086
15. C -0.478
16. C -0.015
17. C -0.021
18. C -0.245
19. C -0.141
20. C -0.246
21. C -0.437
22. C -0.467
23. C -0.017
24. C -0.079
25. C -0.022
26. C -0.076
27. C -0.022
28. C -0.498
29. C -0.150
30. C -0.032
31. C -0.132
32. C -0.081
33. H 0.100
34. H 0.129
35. H 0.107
36. H 0.128
37. H 0.117
38. H 0.091
39. H 0.086
40. H 0.085
41. H 0.102
42. H 0.086
43. H 0.087
44. H 0.111
45. H 0.101
46. H 0.088
47. H 0.130


6.
The following is a quantum chemistry calculation of a structure of composition C18H15F5O7V in a non-equilibrium geometry, from OMol25.

The value obtained for the frontier orbital gap (alpha / beta) is 5.41 / 5.40 eV. Its HOMO energy (alpha / beta) is -0.4701 / -0.4701 hartree. The LUMO energy (alpha / beta) comes out at -7.38 / -7.39 eV. As for the total energy: -72506.936 eV.

ORCA input file:
```
! RIJCOSX wB97M-V def2-TZVPD def2/J DEFGRID3
* xyz 1 1
V 0.043 0.204 -1.075
F 0.571 -0.476 -3.754
F -1.386 -2.355 -4.304
F -1.447 -2.908 -2.167
F -2.218 -0.913 -2.878
F 1.023 -2.223 -2.498
O 3.919 1.420 -1.551
O -0.068 1.713 -2.442
O -0.038 3.840 -3.188
O 0.760 -0.907 0.415
O 0.032 1.665 0.498
O 1.959 0.270 -1.436
O -1.775 -0.335 -0.260
C 2.749 1.330 -1.148
C -0.724 -4.033 2.736
C 0.189 -1.818 1.197
C 0.625 -3.576 2.887
C -2.016 -1.499 0.161
C -1.178 -2.302 1.068
C 2.078 2.463 -0.321
C 1.069 -2.559 2.079
C 1.495 1.798 0.943
C 0.178 -1.174 -2.662
C -0.166 3.217 0.174
C 0.886 3.269 -0.942
C 0.254 2.988 -2.341
C 1.301 2.825 2.023
C -1.598 -3.398 1.904
C 0.392 3.909 1.390
C -1.233 -1.864 -3.072
C -3.236 -2.309 -0.136
H -3.036 -3.340 -0.437
H -3.862 -2.365 0.816
H 1.893 0.794 1.259
H 2.204 3.378 2.375
H 0.782 2.340 2.925
H -1.029 -4.926 3.221
H 2.912 3.114 -0.015
H -3.803 -1.867 -0.981
H -0.346 4.331 2.105
H 1.040 4.735 1.004
H -1.221 3.376 -0.082
H 1.234 4.318 -1.005
H -2.582 -3.850 1.777
H 2.120 -2.255 2.139
H 1.257 -4.045 3.602
*
```

Let us look at the Löwdin charges, expressed in e, one per atom:
1. V 1.366
2. F 0.107
3. F 0.203
4. F 0.102
5. F 0.107
6. F 0.112
7. O 0.144
8. O -0.043
9. O 0.143
10. O -0.112
11. O -0.200
12. O -0.081
13. O -0.001
14. C -0.418
15. C -0.030
16. C -0.211
17. C -0.007
18. C -0.300
19. C -0.058
20. C -0.086
21. C 0.035
22. C -0.196
23. C -0.358
24. C -0.110
25. C -0.104
26. C -0.457
27. C -0.106
28. C -0.003
29. C -0.097
30. C -0.435
31. C -0.006
32. H 0.103
33. H 0.140
34. H 0.173
35. H 0.144
36. H 0.154
37. H 0.110
38. H 0.174
39. H 0.109
40. H 0.141
41. H 0.139
42. H 0.178
43. H 0.165
44. H 0.121
45. H 0.133
46. H 0.114